[1]
Formula: C5H11NO2
Source: the Open Molecules 2025 dataset
Level of theory: wB97M-V/def2-TZVPD

Properties
Charge: 0
LUMO level (eV): 0.80
Largest force on an atom (eV/A): 1.5
Orbital gap (eV): 10.459
SMILES string: CNC(=O)CCCO
ΔE to the lowest compared entry with this formula, charge and spin (eV): 0.834

Last column: Mulliken charge in e.
Atoms and positions in Å:
1 H 2.35326 -0.13342 0.59832  0.287
2 H 2.41574 1.56342 0.33743  0.288
3 C -2.09709 0.41792 0.51053  -0.516
4 H -0.78872 -0.45791 1.92385  0.331
5 H -2.84136 -1.40141 0.35934  0.328
6 H -2.41645 1.29038 1.07167  0.319
7 O -0.24635 -0.42930 -2.27093  -0.636
8 H -0.76145 -1.71552 -0.19466  0.353
9 O -3.06246 -0.57665 0.80337  -0.518
10 H -0.08585 0.95105 1.06296  0.312
11 H -2.09031 0.68066 -0.55708  0.266
12 C -0.69587 0.05197 0.96607  -0.402
13 C 0.01313 -0.98520 0.03485  -0.674
14 C 2.49002 0.60139 -0.18150  -0.875
15 H 0.75688 -1.51882 0.61796  0.253
16 N 1.44588 0.56238 -1.19707  -0.132
17 H 1.69030 0.95339 -2.09493  0.267
18 H 3.50795 0.48122 -0.53976  0.333
19 C 0.41273 -0.33556 -1.25041  0.415



[2]
Formula: CH4Se
Source: the Open Molecules 2025 dataset
Level of theory: wB97M-V/def2-TZVPD

Properties
Charge: 0
LUMO level (eV): 0.54
Largest force on an atom (eV/A): 6.0
Orbital gap (eV): 9.341
ΔE to the lowest compared entry with this formula, charge and spin (eV): 1.876

Last column: Mulliken charge in e.
Atoms and positions in Å:
1 H -0.97660 0.17173 0.87914  0.226
2 H -0.63724 1.28615 -0.42393  0.334
3 H -0.96424 -0.62326 -0.99784  0.207
4 Se 1.19215 -0.39068 0.90437  -0.066
5 H 1.79199 -0.77088 -0.43116  0.099
6 C -0.40605 0.32695 0.06942  -0.800



[3]
Formula: C37H32AuBr2NOSb2
Source: the Open Molecules 2025 dataset
Level of theory: wB97M-V/def2-TZVPD

Properties
Charge: +2
LUMO level (spin up / spin down) (eV): -5.63 / -7.89
Largest force on an atom (eV/A): 4.1
Orbital gap (spin up / spin down) (eV): 7.175 / 5.621
Spin multiplicity: 3

Last column: Mulliken charge in e.
Atoms and positions in Å:
1 H 0.73850 -2.28211 2.89845  0.251
2 H -5.25659 -1.42072 -6.40340  0.308
3 C -4.48413 -0.76119 -2.58577  0.038
4 H -5.23019 1.24751 -2.99535  0.594
5 C -4.71585 -2.34587 -4.46430  -0.463
6 C 0.98426 -5.65026 2.58505  -0.676
7 H 7.11235 -1.94466 -2.45043  0.393
8 C 1.56477 3.54910 1.67867  0.922
9 H 1.33446 -4.62828 -0.63164  0.315
10 H 1.34438 -6.66581 0.73613  0.401
11 H 4.27754 -3.39714 0.42590  0.432
12 H 1.29294 2.76598 -0.28474  0.145
13 Sb -3.58132 -0.15873 -0.90374  1.063
14 C 1.40219 4.86665 2.13913  -0.860
15 H 0.86737 -1.83619 -2.56123  0.554
16 C -1.52557 3.50635 -0.28404  -0.267
17 H -5.26971 0.88907 -5.50981  0.405
18 C -0.63453 2.91931 6.09552  -0.480
19 C -1.57449 3.21347 -2.66912  -0.647
20 C -0.14712 1.71566 5.79169  -0.326
21 C -5.15001 0.09207 -4.76807  -0.406
22 C 1.29676 -4.53528 0.46365  -0.398
23 C -5.11586 -1.20700 -5.29171  -0.343
24 N 1.24064 2.46175 2.42204  -0.325
25 C -1.14121 3.92541 -1.53747  -0.765
26 Au 1.37714 0.34493 1.55068  0.187
27 C -0.29615 4.09107 5.39144  -0.080
28 H -2.11069 -2.50589 -0.56257  0.375
29 C 0.32256 -1.88042 -1.61003  -1.719
30 C 0.73003 5.06525 3.36813  -0.685
31 C -5.00582 0.28207 -3.41493  -0.519
32 H 2.30892 4.25198 -0.19428  0.373
33 Sb 1.69732 -1.56317 0.01747  1.276
34 Br -0.31211 0.36620 7.01538  -0.017
35 C 5.79959 -2.80923 -0.97789  -0.627
36 H 5.31285 -0.52108 -3.46404  0.439
37 C 0.38302 3.97017 4.12560  1.186
38 H 6.52598 -3.46525 -0.53162  0.418
39 C -4.43972 -2.07662 -3.06602  -0.478
40 C -2.79400 1.76456 -1.21455  0.164
41 H -1.58483 -1.20579 0.51483  0.452
42 O 0.40776 0.32812 3.99341  -0.457
43 C -0.88614 -1.04599 -1.60534  0.092
44 H 0.12982 -2.93732 -1.55274  0.539
45 H -2.77833 1.52511 -3.39501  0.302
46 H -1.20899 3.61185 -3.59022  0.485
47 H -1.43960 -1.11198 -2.57336  0.473
48 C 0.66729 2.66639 3.61722  0.199
49 C 6.09863 -1.90920 -2.08384  -0.371
50 H 0.66020 6.05718 3.80012  0.409
51 H -2.68099 2.10538 0.91390  0.415
52 C 2.10009 3.27186 0.30835  -1.346
53 C 3.59185 -1.92856 -1.00146  0.419
54 H -1.09503 3.97123 0.61112  0.531
55 C 3.86752 -1.18075 -2.10992  -0.372
56 C 5.15720 -1.10434 -2.60529  -0.827
57 C 0.76197 -4.45704 3.17876  -0.428
58 H 0.79125 -6.54091 3.11393  0.416
59 C -2.37319 2.44958 -0.08554  -0.745
60 C 0.27202 1.48085 4.42636  0.565
61 C -1.89227 -1.42435 -0.49613  -0.840
62 Br -0.70491 5.72375 6.25393  -0.092
63 H 3.04825 2.66862 0.26166  0.308
64 H -4.43647 -3.30999 -4.83001  0.406
65 H -4.10256 -2.94740 -2.48713  0.378
66 H 0.47721 -4.32195 4.21358  0.422
67 H -0.53857 4.78197 -1.72632  0.494
68 C 0.86652 -3.29234 2.46710  -0.555
69 C 4.49814 -2.75240 -0.40163  -0.441
70 H -0.67225 0.01146 -1.42608  -0.006
71 C 1.20106 -3.34838 1.09407  0.413
72 C 1.23892 -5.69445 1.21203  -0.587
73 H 1.79896 5.71442 1.57732  0.406
74 C -2.43688 2.13366 -2.52502  -0.009
75 H -0.93553 3.02423 7.10450  0.460
76 H 3.00340 -0.64619 -2.49530  0.331



[4]
Formula: C4H9O3S
Source: the Open Molecules 2025 dataset
Level of theory: wB97M-V/def2-TZVPD

Properties
Charge: -1
LUMO level (eV): 3.13
Largest force on an atom (eV/A): 7.6
Orbital gap (eV): 7.117
ΔE to the lowest compared entry with this formula, charge and spin (eV): 2.370

Last column: Mulliken charge in e.
Atoms and positions in Å:
1 H 0.39084 -1.02791 2.65051  0.341
2 C 0.87450 1.50393 -0.60339  -0.878
3 O 0.98442 0.72935 1.60678  -0.658
4 S -2.44883 -0.91208 -1.18108  -0.299
5 H 0.20636 2.19364 -0.15334  0.398
6 H 1.73839 -1.13243 3.42865  0.323
7 O 0.72820 -1.24522 3.53215  -0.668
8 C 1.52214 0.59173 0.57969  0.520
9 H -1.73796 1.03836 -2.34987  0.304
10 H -1.95046 -1.93606 -1.75823  0.075
11 H 1.72615 2.11130 -1.04352  0.272
12 H 0.48610 -0.55830 -1.57748  0.414
13 H 0.39197 0.79478 -2.77571  0.217
14 C -1.29883 0.48398 -1.42706  -0.454
15 C 0.23699 0.46747 -1.60438  -0.364
16 O 2.20980 -0.28955 0.03575  -0.730
17 H -1.45824 1.27071 -0.59048  0.185



[5]
Formula: C6H9N3S
Source: the Open Molecules 2025 dataset
Level of theory: wB97M-V/def2-TZVPD

Properties
Charge: 0
LUMO level (eV): 0.40
Largest force on an atom (eV/A): 1.4
Orbital gap (eV): 8.482
ΔE to the lowest compared entry with this formula, charge and spin (eV): 2.525

Last column: Mulliken charge in e.
Atoms and positions in Å:
1 C 2.40563 1.17537 -0.35857  0.491
2 H 0.52036 -0.43081 -1.04012  0.352
3 N 0.46455 1.94464 0.94804  -0.593
4 H 2.77548 -1.50422 -0.98489  0.361
5 H -2.59000 0.81007 0.15561  0.356
6 H 0.39941 -2.21123 -0.97149  0.400
7 C 0.69777 -1.31408 -0.42015  -0.781
8 S 2.77270 0.06373 0.85143  -0.135
9 H -1.73010 2.06394 -0.76785  0.352
10 C -0.60190 -0.13059 1.30684  -0.831
11 H 0.30468 2.91415 0.68498  0.177
12 H -2.29708 2.40497 0.87284  0.334
13 C -0.53956 1.17904 0.76812  1.198
14 C -1.88372 1.63446 0.22143  -1.294
15 N 2.28526 1.81478 -1.30488  -0.478
16 H 2.38000 -2.25592 0.58143  0.391
17 N -0.11497 -1.19876 0.78666  0.069
18 C 2.18026 -1.41162 -0.07797  -0.631
19 H -0.22904 -2.07225 1.29099  0.259



[6]
Formula: C7H9N2
Source: the Open Molecules 2025 dataset
Level of theory: wB97M-V/def2-TZVPD

Properties
Charge: +1
LUMO level (eV): -4.91
Largest force on an atom (eV/A): 4.1
Orbital gap (eV): 8.532
SMILES string: C=C=C(C)/C=C\[N+]#CN
ΔE to the lowest compared entry with this formula, charge and spin (eV): 4.438

Last column: Mulliken charge in e.
Atoms and positions in Å:
1 C 0.30209 -1.86053 -0.16214  -1.446
2 C -0.66561 1.68934 -0.24808  -0.473
3 N 2.83503 -0.82881 0.07011  -0.452
4 C -0.33700 -0.66727 -0.14060  0.240
5 H -2.98798 0.64553 1.08586  0.359
6 H 0.91905 3.10668 -0.26358  0.333
7 H 0.45218 -2.42897 -1.03855  0.433
8 H -3.25309 0.16008 -0.69077  0.323
9 C 2.03171 0.14451 0.19267  0.476
10 C -2.63206 0.04867 0.19830  -1.283
11 H -1.30776 2.54863 -0.22766  0.365
12 H 2.91416 -1.57777 0.75088  0.329
13 H -2.71567 -0.93979 0.59697  0.384
14 C 0.61381 2.05789 -0.02080  -0.260
15 H 0.64962 -2.35993 0.74168  0.436
16 C -1.16696 0.34536 -0.02906  0.973
17 H 2.67629 -1.32437 -0.75143  0.355
18 N 1.67217 1.24075 -0.06380  -0.091



Repeat the sixth record exactly.
Formula: C7H9N2
Source: the Open Molecules 2025 dataset
Level of theory: wB97M-V/def2-TZVPD

Properties
Charge: +1
LUMO level (eV): -4.91
Largest force on an atom (eV/A): 4.1
Orbital gap (eV): 8.532
SMILES string: C=C=C(C)/C=C\[N+]#CN
ΔE to the lowest compared entry with this formula, charge and spin (eV): 4.438

Last column: Mulliken charge in e.
Atoms and positions in Å:
1 C 0.30209 -1.86053 -0.16214  -1.446
2 C -0.66561 1.68934 -0.24808  -0.473
3 N 2.83503 -0.82881 0.07011  -0.452
4 C -0.33700 -0.66727 -0.14060  0.240
5 H -2.98798 0.64553 1.08586  0.359
6 H 0.91905 3.10668 -0.26358  0.333
7 H 0.45218 -2.42897 -1.03855  0.433
8 H -3.25309 0.16008 -0.69077  0.323
9 C 2.03171 0.14451 0.19267  0.476
10 C -2.63206 0.04867 0.19830  -1.283
11 H -1.30776 2.54863 -0.22766  0.365
12 H 2.91416 -1.57777 0.75088  0.329
13 H -2.71567 -0.93979 0.59697  0.384
14 C 0.61381 2.05789 -0.02080  -0.260
15 H 0.64962 -2.35993 0.74168  0.436
16 C -1.16696 0.34536 -0.02906  0.973
17 H 2.67629 -1.32437 -0.75143  0.355
18 N 1.67217 1.24075 -0.06380  -0.091